# 1
62
Properties=species:S:1:pos:R:3 method="wB97M-V/def2-TZVPD" total_charge=-2 fmax_ev_per_a=2.92 gap_ha="0.138 / 0.224" spin_multiplicity=3 e_tot_ev=-92848.8548 e_above_lowest_kcal_mol=4.08
Pd -0.4327 0.2631 0.2928
Cl 4.5132 -3.4290 4.0077
Cl 2.1302 -3.9071 -0.7470
S -0.8900 2.6700 0.6919
P -1.1260 -0.0333 -2.1458
O -1.3240 3.9845 0.2486
O -1.9362 1.6264 0.3343
O 0.3566 2.2393 -0.0309
O -0.6920 2.6115 2.1369
O 0.9481 -1.2737 -0.0990
N 1.0240 -0.0306 2.2951
C 3.1712 -3.5147 1.6948
C -2.3560 -1.8724 -0.4490
C 3.3757 -2.7857 2.8500
C -1.6022 -1.3042 0.6017
C 1.5740 0.0585 -2.6173
C -3.2852 -2.9159 -0.1564
C -1.3409 0.3439 -4.9982
C -2.8426 1.9666 -5.9492
C -4.0927 -3.4353 -1.1905
C 2.8049 -0.3673 -3.0823
C -3.2731 2.3108 -4.6682
C 2.0848 0.3680 4.3862
C 0.5762 -1.9978 -3.3557
C 2.8614 -0.7796 4.2580
C 0.4482 -0.7499 -2.7644
C 1.6463 -1.7904 0.8519
C -1.7836 0.6677 -3.7100
C 1.1663 0.6949 3.4014
C -2.7462 1.6706 -3.5667
C -3.4030 -3.3794 1.1665
C 1.7953 -1.1258 2.1127
C -3.0820 -1.9498 -2.7845
C -1.7473 -1.7951 1.8872
C 2.3319 -3.0115 0.7186
C 1.8134 -2.4252 -3.8100
C -2.6373 -2.8338 2.1690
C -1.8779 0.9812 -6.1009
C 2.9260 -1.6094 -3.6895
C -3.9949 -2.9486 -2.4764
C 2.7068 -1.5782 3.1060
C -2.2399 -1.4274 -1.8053
H -4.8113 -4.2086 -0.9500
H -4.1160 -4.1666 1.3842
H 3.6682 -4.4608 1.5438
H -3.0449 1.9365 -2.5614
H -2.7385 -3.1974 3.1852
H 3.8869 -1.9504 -4.0588
H 1.4645 1.0087 -2.1007
H -1.5387 0.7072 -7.0933
H -4.0125 3.0898 -4.5357
H -0.5838 -0.4165 -5.1271
H -4.6379 -3.3450 -3.2524
H 3.5780 -1.0633 5.0168
H 2.1838 1.0052 5.2555
H -0.2890 -2.6379 -3.4517
H 0.5274 1.5687 3.4498
H -1.1603 -1.3691 2.6955
H -3.2517 2.4695 -6.8170
H 1.9152 -3.4073 -4.2538
H -3.0343 -1.5684 -3.7959
H 3.6848 0.2532 -2.9549


# 2
18
Properties=species:S:1:pos:R:3 method="wB97M-V/def2-TZVPD" total_charge=+1 fmax_ev_per_a=0.85 gap_ha=0.305 e_tot_ev=-16660.5210 e_above_lowest_kcal_mol=26.26
S -0.9284 0.9025 -0.5499
N 1.8989 0.2494 0.3320
C -0.3979 -1.4971 -1.8346
C -1.2118 -0.9280 -0.6862
C -1.6137 1.2834 1.0852
C 2.5265 0.9180 1.2127
H -1.5449 2.3677 1.1580
H -0.7585 -2.4978 -2.0678
H 0.6576 -1.6069 -1.5762
H -0.9983 0.8323 1.8627
H 2.2264 1.9481 1.3727
H -2.2885 -1.0073 -0.8159
H -0.9739 -1.4016 0.2681
H 2.3101 -0.6311 0.0215
H -0.4533 -0.8706 -2.7236
H 0.8818 0.5090 -0.0569
H 3.3166 0.4526 1.7908
H -2.6487 0.9773 1.2073


# 3
13
Properties=species:S:1:pos:R:3 method="wB97M-V/def2-TZVPD" total_charge=0 fmax_ev_per_a=5.20 gap_ha=0.320 e_tot_ev=-17487.9768 e_above_lowest_kcal_mol=113.80
S 3.2437 -0.0716 -0.1221
N 1.6139 -0.8441 0.3991
N 0.6822 1.3764 0.1769
N -0.5545 -0.7686 -0.2939
C 0.5435 0.1136 0.1492
C -1.8669 -0.0467 -0.0144
H 1.4737 -1.8963 -0.0440
H -0.2598 1.7443 -0.1528
H -0.5220 -1.6414 0.4788
H -2.7365 -0.5961 -0.9590
H -2.3277 0.1267 1.1680
H -1.6885 1.0206 -0.4776
H 2.3989 1.4832 -0.3082


# 4
86
Properties=species:S:1:pos:R:3 method="wB97M-V/def2-TZVPD" total_charge=-1 fmax_ev_per_a=2.38 gap_ha="0.181 / 0.181" spin_multiplicity=3 e_tot_ev=-166337.7437 e_above_lowest_kcal_mol=2.51
Pr 0.5356 0.1011 -0.7023
Br 4.7118 3.0774 4.8617
S 2.7896 -1.6972 -1.1273
S 1.8534 0.8840 -3.1639
Si -1.0052 -2.3224 -0.0314
O 1.7983 0.3355 1.2345
O -0.3233 0.8296 1.5738
N 0.7838 2.7294 -0.3959
N -1.5309 1.6020 -1.3544
N -1.2487 -0.6928 -2.7735
C -1.5808 2.8352 -0.8112
C 1.2636 1.4397 3.2440
C -1.0833 -1.8538 -3.4144
C -3.4753 -0.8789 0.5025
C -2.1597 -2.5951 -3.8837
C 3.7809 -1.0125 -2.3900
C 5.4967 -0.1534 -4.4339
C 1.8789 4.1865 1.1411
C -2.6997 3.6610 -0.9571
C -0.2790 -2.9669 1.6249
C 1.3448 -4.3423 2.7774
C -3.7774 -3.2276 0.2766
C 0.0521 -2.7531 4.0120
C 4.2584 0.4278 -4.2677
C -3.7948 3.1959 -1.6619
C 1.8971 3.1768 0.1805
C -5.6877 -1.8072 0.5614
C 0.3126 -2.3494 -3.5702
C 3.3822 0.0357 -3.2525
C 0.6557 4.7127 1.5375
C 3.1861 2.5529 -0.2562
C 1.0311 -3.7309 3.9798
C 5.9020 -1.1581 -3.5648
C -0.4941 4.2692 0.9200
C -2.4907 -0.1889 -2.6401
C -4.8434 -0.7125 0.6324
C -2.9114 -2.1365 0.3057
C 2.5814 1.8384 3.4362
C -5.1469 -3.0718 0.3965
C 0.6976 -3.9603 1.6180
C -3.4480 -2.1427 -3.6391
C -3.6206 -0.9237 -3.0159
C 2.9271 2.4435 4.6268
C 5.0495 -1.5734 -2.5659
C 0.3310 1.6212 4.2553
C 2.0152 2.6153 5.6544
C 0.7127 2.1848 5.4606
C -0.4009 3.2900 -0.0758
C -3.7461 1.9228 -2.2081
C -0.5893 -2.3759 2.8470
C 0.8760 0.8138 1.9256
C -2.5934 1.1496 -2.0455
H 2.1059 -5.1113 2.7477
H -1.4590 4.6342 1.2338
H -1.1327 -3.6524 -0.7703
H 3.5714 3.0745 -1.1334
H 3.3097 1.6655 2.6574
H 0.3806 -3.0762 -4.3746
H 6.1432 0.1735 -5.2377
H 6.8744 -1.6202 -3.6718
H -2.6944 4.6668 -0.5710
H -4.6169 -0.5658 -2.8083
H 0.6094 5.4515 2.3261
H -5.2490 0.2805 0.7798
H 2.7982 4.5275 1.5923
H -2.8244 -0.0119 0.5528
H 1.5551 -4.0071 4.8847
H 0.9919 -1.5182 -3.7651
H -4.3032 -2.7322 -3.9352
H -0.0048 2.2949 6.2606
H -5.7998 -3.9350 0.3596
H -6.7600 -1.6769 0.6239
H -4.6700 3.8168 -1.7975
H 0.6386 -2.8249 -2.6402
H -1.9849 -3.5231 -4.4045
H 0.9588 -4.4301 0.6792
H 3.0282 1.5021 -0.5345
H -0.6847 1.3025 4.0838
H 5.3474 -2.3566 -1.8832
H -3.3652 -4.2183 0.1414
H 3.9250 1.2138 -4.9305
H -0.2003 -2.2795 4.9520
H 3.9355 2.6004 0.5313
H 2.3151 3.0780 6.5852
H -1.3429 -1.6000 2.8786
H -4.5712 1.5533 -2.7958


# 5
69
Properties=species:S:1:pos:R:3 method="wB97M-V/def2-TZVPD" total_charge=+1 fmax_ev_per_a=2.36 gap_ha=0.119 e_tot_ev=-56099.1881
S 4.9845 1.3225 -3.3952
F 2.3343 -2.2093 7.2548
F 3.3213 -0.8958 5.7814
F 3.1353 -3.0527 5.3734
N 3.5379 -0.7813 -2.6604
N 8.0012 2.1103 -1.2909
N 1.3255 -0.0314 -2.6981
C -3.3993 -0.7084 -3.2874
C 5.7017 0.8789 -1.6746
C 2.4886 -1.9746 5.9041
C -2.8391 0.3767 -1.1901
C 3.5329 0.4208 -3.1198
C 2.1319 1.0345 -3.2996
C -2.1880 1.8251 2.8746
C -4.3797 2.8553 2.9547
C -1.9311 -0.6297 2.5539
C 0.5393 -0.4867 5.4074
C -2.7668 0.5484 2.6398
C 2.0143 -1.7162 -0.9876
C -4.1918 0.6667 -0.9964
C 1.1763 -1.7160 5.2226
C -2.4101 -0.3329 -2.3356
C -4.1903 0.4745 2.5144
C -0.4490 -2.3355 3.5631
C -4.7500 -0.4182 -3.0842
C 0.0472 0.1533 -2.2083
C 1.8360 -2.3334 -3.4462
C 6.9930 1.5497 -1.4544
C -0.5843 -0.1721 4.6559
C -5.1612 0.2582 -1.9241
C -1.0102 -1.0158 3.5721
C 1.9919 2.3362 -2.5105
C -1.0119 -0.6245 -2.5804
C -4.9785 1.6119 2.6890
C -2.9813 2.9462 3.0676
C 1.8115 1.1735 -4.7911
C 0.6115 -2.6774 4.3790
C 2.1431 -1.2408 -2.4370
H -2.0625 -1.3122 1.7149
H -1.0966 1.8983 2.9015
H 2.0963 -1.9590 -4.4441
H -6.2181 0.4529 -1.7373
H 2.1932 -0.8667 -0.3134
H 2.0076 0.2078 -5.2871
H 5.7984 -0.2116 -1.6620
H 0.7868 -2.6432 -3.4256
H -0.8635 -3.0649 2.8626
H -1.1144 0.7567 4.8666
H 0.9906 2.7724 -2.6524
H -4.6461 -0.4977 2.3390
H 0.7687 1.4836 -4.9575
H -2.0861 0.6671 -0.4502
H 1.0075 -3.6898 4.3455
H -6.0665 1.5401 2.6096
H -4.9912 3.7560 3.0299
H 2.4882 1.9221 -5.2215
H -3.0807 -1.2182 -4.2022
H 2.4763 -3.1932 -3.2239
H 1.0212 -2.1297 -0.7763
H -5.4904 -0.7295 -3.8220
H -4.4957 1.2042 -0.0992
H -2.5067 3.9025 3.3051
H -0.8287 -1.4412 -3.2830
H 2.7759 -2.4793 -0.7864
H 0.9212 0.2298 6.1356
H 2.7501 3.0577 -2.8509
H -0.0927 1.0425 -1.5745
H 4.9606 1.2207 -0.9394
H 2.1607 2.1319 -1.4374


# 6
17
Properties=species:S:1:pos:R:3 method="wB97M-V/def2-TZVPD" total_charge=0 fmax_ev_per_a=4.33 gap_ha=0.374 e_tot_ev=-177286.9390
Br 3.5830 -2.1157 -0.3842
Br 4.1286 0.7039 -0.3709
Cl -0.3328 2.3031 2.0364
Cl 0.5709 2.4449 -1.2983
Si -0.0083 1.1855 0.2451
C -2.3891 -0.7552 0.5819
C -1.7813 0.5492 0.0114
C 2.6894 -0.4660 -0.6360
C 1.2273 -0.2137 -0.0779
H -3.4694 -0.6835 0.6742
H -2.4046 1.3811 0.3854
H 1.1820 -0.7681 0.9600
H -1.9590 0.5180 -1.0164
H 0.5836 -0.7667 -0.7286
H -2.1786 -1.6123 -0.1252
H -1.9761 -1.1678 1.5486
H 2.5345 -0.5366 -1.8056


# 7
16
Properties=species:S:1:pos:R:3 method="wB97M-V/def2-TZVPD" total_charge=+2 fmax_ev_per_a=3.71 gap_ha="0.259 / 0.266" spin_multiplicity=8 e_tot_ev=-49568.2529
Eu -1.1913 -1.2324 -3.1384
S 2.7331 -2.6473 0.5967
F -0.6296 1.7540 1.5804
F 1.1275 2.6745 0.7521
F 1.3557 1.1997 2.2959
O -0.0527 1.5808 -1.6481
O -0.8876 -0.4520 -1.2592
N 0.6299 0.4398 0.3057
N 1.9438 -0.0679 -0.0408
C 2.2028 -1.2403 0.2985
C -1.8048 -0.9656 -0.2144
C 0.6614 1.5582 1.2713
C -0.0414 0.7038 -0.8729
H -2.6052 -0.2400 -0.0771
H -2.1914 -1.9261 -0.5567
H -1.2503 -1.1392 0.7068


# 8
45
Properties=species:S:1:pos:R:3 method="wB97M-V/def2-TZVPD" total_charge=0 fmax_ev_per_a=1.45 gap_ha=0.338 e_tot_ev=-54408.9107 e_above_lowest_kcal_mol=0.00
Cl 6.2851 1.5930 0.4586
S -1.1797 4.4659 0.3611
O 3.7771 1.5373 -0.8632
O -2.9132 2.1789 -0.5553
O -2.8146 -0.9630 2.1370
O 0.9094 3.2707 -0.7988
N 0.7265 1.2098 -0.0809
N -0.2620 1.9259 0.4835
N -2.9255 1.2012 1.4984
N -2.8505 -0.4873 -0.0994
C 2.6225 1.7033 -1.6466
C -2.8556 -0.2012 1.2009
C -2.5049 -1.6506 -2.1689
C 5.1804 0.2691 0.5194
C -2.7659 2.2407 0.6470
C 3.0820 -0.6947 -0.1222
C 3.3994 -1.8309 0.6047
C -1.0920 -2.1780 -0.1595
C 5.4949 -0.8656 1.2418
C -3.5218 -2.8349 -0.2011
C 3.9691 0.3712 -0.1743
C -2.4924 -1.7962 -0.6485
C 1.4113 2.0072 -0.8291
C -2.4218 3.5568 1.3409
C -0.1376 3.1401 0.0342
C 4.5998 -1.9221 1.2834
H -2.0298 3.4064 2.3450
H -1.1065 -2.3281 0.9162
H 2.4353 0.8195 -2.2701
H -2.8498 0.3013 -0.7372
H -0.7604 -3.0944 -0.6400
H -0.3875 -1.3795 -0.3832
H 2.8287 2.5676 -2.2839
H -2.2656 -2.6012 -2.6376
H 6.4359 -0.9139 1.7661
H 4.8425 -2.8076 1.8493
H -3.5452 -2.8838 0.8835
H 2.1276 -0.6338 -0.6171
H -3.2957 4.2082 1.3694
H -1.7694 -0.9142 -2.4863
H -3.4868 -1.3335 -2.5124
H -2.8122 1.3620 2.4907
H -3.2603 -3.8135 -0.5939
H -4.5118 -2.5640 -0.5603
H 2.6914 -2.6441 0.6390